Entry 1:
Density functional theory data (the ωB97M-V functional and the def2-TZVPD basis) for 2 unconnected molecules or ions with the total composition C6H14N2O2 at a distorted geometry.

The energy above the lowest of the compared OMol25 structures with the same formula, charge and spin is 2.264 eV. The calculation puts the LUMO energy at 0.38 eV. Its spin multiplicity is 1. As for the SMILES: CNC(C)=O.CNC(C)=O.

Element x y z (Å)
C1 -1.070 -1.983 -0.384
C2 -0.009 0.260 -3.283
C3 -0.836 -0.698 -2.446
O1 -1.789 -1.236 -3.001
N1 -0.450 -0.950 -1.123
H1 0.273 -0.310 -0.815
H2 -0.636 -2.859 -0.760
H3 0.628 1.011 -2.733
H4 -0.932 -1.886 0.758
H5 -2.295 -1.927 -0.443
H6 0.504 -0.264 -4.117
H7 -0.539 0.944 -3.880
C4 -0.860 1.820 2.238
C5 2.056 -0.253 1.410
C6 0.321 0.956 2.488
O2 0.610 0.362 3.520
N2 1.048 0.755 1.376
H8 -1.750 1.350 1.887
H9 0.865 1.355 0.515
H10 1.600 -1.335 1.197
H11 -1.241 2.432 2.997
H12 -0.712 2.710 1.510
H13 2.835 0.046 0.666
H14 2.380 -0.302 2.422



Entry 2:
Density functional theory data (the ωB97M-V functional and the def2-TZVPD basis) for 3 unconnected molecules or ions with the total composition C2H11NO2S2 at a distorted geometry.

The energy above the lowest of the compared OMol25 structures with the same formula, charge and spin is 1.544 eV. The calculation puts the LUMO energy at 0.28 eV. Its spin multiplicity is 1. As for the SMILES: NCCSS.O.O.

Element x y z (Å)
N1 2.788 0.155 -0.132
C1 1.787 0.288 0.839
C2 1.058 -1.014 1.257
S1 -0.778 -1.222 1.348
S2 -1.511 0.515 2.322
H1 3.157 0.956 -0.591
H2 3.429 -0.554 -0.001
H3 1.133 0.919 0.244
H4 2.126 0.699 1.697
H5 1.456 -1.408 2.223
H6 1.289 -1.708 0.445
H7 -0.939 0.020 3.478
H8 -5.088 -4.321 -1.911
H9 -4.147 -5.309 -1.247
O1 -4.803 -5.302 -1.984
H10 0.313 5.989 -3.012
H11 -0.722 5.186 -2.297
O2 -0.549 6.111 -2.677



Entry 3:
Density functional theory data (the ωB97M-V functional and the def2-TZVPD basis) for 6 unconnected molecules or ions with the total composition C29H45IN6O3 at a distorted geometry.

The calculation puts the LUMO energy at -0.70 eV. Its spin multiplicity is 1. As for the SMILES: NC[C@H](O)CC1=CC(=O)C(I)=CC1=O.CCCC#N.CCCC#N.CCCC#N.CCCC#N.CCCC#N.

Element x y z (Å)
N1 -1.919 -2.406 3.092
C1 -1.038 -1.242 3.227
C2 0.317 -1.547 3.863
O1 1.150 -0.406 3.616
C3 0.972 -2.779 3.195
C4 0.953 -4.035 4.023
C5 -0.122 -4.794 4.249
C6 0.028 -6.023 5.087
O2 -0.776 -6.348 5.934
C7 1.307 -6.777 4.816
I1 1.346 -8.875 4.747
C8 2.386 -6.031 4.607
C9 2.232 -4.534 4.642
O3 3.049 -3.799 5.153
H1 -2.209 -2.545 2.140
H2 -2.701 -2.369 3.712
H3 -0.818 -0.890 2.222
H4 -1.570 -0.429 3.723
H5 0.270 -1.693 4.938
H6 1.338 -0.445 2.672
H7 2.012 -2.529 2.997
H8 0.497 -2.984 2.237
H9 -1.086 -4.543 3.832
H10 3.360 -6.440 4.381
C10 -2.694 2.070 -1.742
C11 -3.362 0.998 -0.894
C12 -2.651 0.777 0.445
C13 -1.267 0.349 0.217
N2 -0.185 0.010 0.022
H11 -1.680 1.793 -1.996
H12 -3.236 2.216 -2.668
H13 -2.665 3.027 -1.209
H14 -3.384 0.060 -1.454
H15 -4.399 1.279 -0.702
H16 -3.159 0.011 1.034
H17 -2.640 1.697 1.033
C14 -7.885 -1.791 4.431
C15 -7.470 -2.936 3.515
C16 -5.975 -3.262 3.607
C17 -5.164 -2.103 3.217
N3 -4.531 -1.193 2.911
H18 -7.382 -0.861 4.162
H19 -8.958 -1.614 4.357
H20 -7.652 -2.016 5.474
H21 -7.726 -2.684 2.485
H22 -8.038 -3.830 3.776
H23 -5.725 -4.094 2.949
H24 -5.707 -3.547 4.626
C18 1.230 1.495 -6.214
C19 1.576 0.809 -4.897
C20 0.535 -0.232 -4.468
C21 -0.778 0.391 -4.272
N4 -1.804 0.887 -4.122
H25 0.294 2.053 -6.136
H26 2.004 2.196 -6.483
H27 1.132 0.771 -7.022
H28 1.679 1.562 -4.113
H29 2.544 0.314 -4.994
H30 0.833 -0.704 -3.531
H31 0.440 -1.012 -5.224
C22 2.985 2.341 4.246
C23 4.208 3.251 4.297
C24 4.248 4.267 3.149
C25 4.295 3.590 1.848
N5 4.332 3.059 0.830
H32 2.975 1.733 3.342
H33 2.982 1.657 5.093
H34 2.062 2.922 4.277
H35 5.112 2.640 4.275
H36 4.212 3.794 5.244
H37 5.128 4.904 3.236
H38 3.365 4.907 3.175
C26 3.859 4.818 -10.667
C27 4.040 5.168 -9.195
C28 4.640 4.019 -8.377
C29 3.769 2.839 -8.420
N6 3.075 1.923 -8.459
H39 3.160 3.990 -10.797
H40 3.460 5.671 -11.215
H41 4.810 4.537 -11.125
H42 3.076 5.453 -8.771
H43 4.696 6.037 -9.109
H44 4.765 4.318 -7.336
H45 5.620 3.741 -8.768